Record 1
This record from the Open Molecules 2025 dataset describes an isolated ion of composition C13H17IN3O5 and charge +1 at a distorted geometry. The level of theory is the ωB97M-V functional and the def2-TZVPD basis.

multiplicity: 1
max |F|: 5.3 eV/A
structure (SMILES): CCOOC(=O)c1cc(I)[n+](CN)cc1N(C(C)=O)C(C)=O
E_HOMO: -13.1 eV
molar mass: 422.20 g/mol
energy: -1343.1644 Ha
charge: +1

Geometry as XYZ:
```
39
Properties=species:S:1:pos:R:3:forces:R:3
C -0.0410 3.7570 1.4275 0.72 -1.36 -0.10
C -0.4989 2.1987 1.3133 0.36 1.31 -1.35
O 0.0217 1.4541 2.4708 0.97 2.15 -1.77
O -0.8729 0.5099 2.8645 -0.60 -4.18 0.59
C -0.3219 -0.8088 2.6574 -0.05 -1.97 1.22
O -0.5302 -1.7763 3.4121 0.59 4.24 -3.14
C 0.5768 -0.9665 1.3189 2.15 0.18 -2.21
C 2.1351 -1.1548 1.3928 -3.32 0.33 -3.92
C 2.8686 -1.2513 0.0133 -2.60 0.25 2.02
I 5.0494 -1.4897 0.1449 -2.01 0.19 -0.27
N 2.1543 -1.1784 -1.2410 -0.93 -0.40 2.64
C 3.0097 -1.2589 -2.4952 -0.77 1.65 -1.16
N 3.7352 0.0637 -2.6369 -0.76 -1.05 0.06
C 0.7011 -1.0329 -1.3390 -0.11 -0.07 3.48
C -0.1661 -0.9079 -0.0705 3.78 -0.30 0.74
N -1.6224 -0.7285 -0.0207 2.31 0.11 -2.16
C -2.3499 -1.9800 0.3444 -2.48 -4.30 0.05
C -3.3702 -1.8591 1.5987 0.30 0.56 -0.23
O -2.2579 -3.0736 -0.2574 0.63 4.78 2.05
C -2.1765 -0.1046 -1.2384 -3.77 -1.51 -2.42
C -1.6894 1.2616 -1.9055 -0.14 0.01 0.25
O -3.1648 -0.6837 -1.7845 3.71 2.28 2.40
H -0.5116 4.3590 0.5809 0.39 -0.82 1.33
H -0.2518 4.1737 2.4711 0.21 -0.50 -1.66
H 1.0963 3.7467 1.2128 -1.81 0.26 0.63
H 0.0224 1.8080 0.3585 -0.86 0.31 1.48
H -1.6249 2.0744 1.1681 1.55 0.04 0.71
H 2.6560 -1.1881 2.4022 -0.60 0.02 -1.73
H 2.2567 -1.2869 -3.3632 1.21 -0.66 1.33
H 3.7273 -2.1455 -2.4776 -1.23 1.18 0.23
H 3.4605 0.7092 -1.8841 0.21 -0.34 -0.70
H 3.5114 0.4663 -3.5561 0.16 -0.08 0.76
H 0.2138 -1.0124 -2.3685 1.05 -0.09 1.52
H -3.0777 -2.6210 2.3954 -0.25 0.98 -1.21
H -3.3654 -0.8137 2.0644 0.17 -1.47 -0.73
H -4.4480 -2.0830 1.2863 1.70 0.19 0.09
H -2.2450 2.1637 -1.4425 0.91 -1.60 -0.45
H -2.0457 1.2259 -3.0036 0.78 -0.15 1.86
H -0.5641 1.4336 -1.8135 -1.60 -0.17 -0.20
```
Forces are in eV/Å.

Record 2
This record from the Open Molecules 2025 dataset describes one molecule with the formula C4H10OSi at a distorted geometry. The level of theory is the ωB97M-V functional and the def2-TZVPD basis.

multiplicity: 1
max |F|: 3.9 eV/A
E_HOMO (alpha / beta): -6.6 / -7.1 eV
molar mass: 102.21 g/mol
ΔE to the lowest compared entry with this formula, charge and spin: 65.47 kcal/mol
energy: -523.0451 Ha

Geometry as XYZ:
```
16
Properties=species:S:1:pos:R:3:forces:R:3
C 0.0334 -1.0090 1.2405 0.77 -3.31 1.86
C 0.5816 -1.0814 2.6591 -0.65 -0.40 -1.95
C -0.5714 -0.7556 -2.0866 0.00 2.16 -0.81
C 0.1973 2.1861 -0.9146 1.24 0.80 -0.49
O -0.3515 0.1013 0.7095 -0.06 0.77 -0.54
Si -0.9087 0.6376 -0.7743 -0.51 0.12 -0.15
H -0.0664 -2.0369 0.8198 -0.39 1.24 -0.64
H 1.1732 -1.9745 2.7620 -0.17 -0.69 0.08
H 1.2898 -0.3346 2.7247 1.51 2.06 0.56
H -0.1148 -0.9800 3.4583 -0.77 0.01 0.64
H -1.1068 -1.6874 -1.9072 0.30 0.08 0.04
H -0.8117 -0.3495 -3.1439 0.35 -0.71 1.72
H 0.5240 -0.7843 -1.9765 -0.17 -0.74 -0.29
H -0.2206 3.0053 -1.6057 0.51 -1.06 1.40
H 0.5999 2.5738 0.1079 -1.23 -0.51 -1.78
H 1.1433 1.8554 -1.4353 -0.73 0.18 0.34
```
Forces are in eV/Å.

Record 3
This record from the Open Molecules 2025 dataset describes a 9-piece molecular cluster, C12H42O15 overall at a distorted geometry. The level of theory is the ωB97M-V functional and the def2-TZVPD basis.

multiplicity: 1
max |F|: 3.0 eV/A
structure (SMILES): OCCO.OCCO.OCCO.OCCO.OCCO.OCCO.O.O.O
E_HOMO: -9.5 eV
molar mass: 426.45 g/mol
ΔE to the lowest compared entry with this formula, charge and spin: 30.69 kcal/mol
energy: -1610.8786 Ha

Geometry as XYZ:
```
69
Properties=species:S:1:pos:R:3:forces:R:3
O 0.6644 2.7832 2.3944 0.13 -0.08 -0.05
H 0.2256 2.1207 2.9363 -0.14 0.12 -0.04
H -0.0086 3.0400 1.7547 -0.04 -0.07 0.12
O 0.1052 -4.3702 -0.5843 -0.10 0.18 0.04
H -0.6304 -4.4216 0.0405 -0.10 -0.30 0.11
H 0.8794 -4.6240 -0.0723 -0.04 0.07 -0.04
O -2.8396 -0.8474 -3.6692 0.06 0.09 -0.20
H -2.8278 -1.5622 -4.3158 -0.03 -0.02 0.16
H -2.3862 -1.2103 -2.8933 -0.03 -0.30 -0.05
C -2.8044 -3.4173 1.8239 -0.96 -1.67 1.56
C -2.2975 -3.0272 3.2075 -0.47 0.10 -0.23
O -2.5318 -4.1026 4.1144 0.16 -0.56 -0.47
O -2.2656 -4.7067 1.4834 0.57 0.71 -0.64
H -2.6238 -2.6533 1.0767 0.23 -0.22 -0.26
H -3.8761 -3.6212 1.9541 -0.10 0.65 -0.34
H -2.9329 -2.2124 3.5697 0.68 0.56 -0.28
H -1.2236 -2.8356 3.1087 -0.07 0.39 0.42
H -2.6968 -3.7611 4.9916 0.01 0.10 0.11
H -2.4632 -5.2821 2.2320 0.07 0.03 -0.02
C -0.8913 2.1801 -3.8328 0.66 -0.15 -0.61
C -0.2011 0.9434 -4.4500 -0.83 0.92 1.20
O -0.7590 0.6325 -5.6993 0.12 0.02 -0.59
O -0.5444 3.3292 -4.5979 -0.21 0.12 0.06
H -0.4907 2.3672 -2.8340 -0.09 -0.10 0.10
H -1.9777 2.0543 -3.7871 -0.05 -0.11 0.05
H -0.2881 0.1080 -3.7479 0.27 -0.09 -0.11
H 0.8251 1.2843 -4.5783 0.18 -0.54 -0.22
H -1.6662 0.3332 -5.5694 0.06 -0.02 0.23
H -0.5430 3.0757 -5.5288 -0.11 -0.06 0.04
C 4.6718 -0.5380 2.8325 0.69 -0.68 -0.94
C 3.4767 -0.5467 3.7615 0.82 0.08 -0.22
O 2.3189 -0.3970 2.9522 -0.44 0.06 0.31
O 4.7426 -1.6205 1.8640 -0.51 0.05 0.40
H 5.6517 -0.6035 3.3092 -0.33 0.32 0.67
H 4.6694 0.3635 2.2164 -0.19 0.20 0.27
H 3.6170 0.2946 4.4466 -0.15 0.12 -0.06
H 3.4109 -1.4437 4.3854 0.09 -0.18 -0.18
H 1.6116 -0.1281 3.5484 -0.06 -0.02 -0.16
H 4.0437 -2.2627 2.0274 -0.01 0.10 -0.05
C -3.5643 3.6912 -0.2024 -0.29 0.04 -1.43
C -2.2279 3.2495 0.3334 0.54 0.24 0.42
O -2.3763 2.3875 1.4672 -0.11 -0.09 -0.85
O -4.3331 2.5154 -0.5013 0.02 -0.12 0.76
H -3.4179 4.1990 -1.1644 0.27 0.29 0.30
H -4.1415 4.3693 0.4303 0.18 -0.28 0.31
H -1.5846 4.0793 0.6382 -0.37 0.24 0.13
H -1.6580 2.7705 -0.4723 -0.20 -0.32 -0.02
H -2.9567 1.6977 1.1059 0.02 -0.04 0.45
H -4.5524 2.4915 -1.4313 0.01 0.02 -0.17
C 3.1157 1.5859 -0.5309 1.51 -0.04 0.88
C 3.6546 0.1799 -0.6616 1.16 -0.46 0.48
O 5.0917 0.1257 -0.3999 -0.74 0.65 -0.52
O 3.6963 2.4466 -1.4883 -0.84 0.27 -0.93
H 3.3997 1.9830 0.4531 -0.46 -0.24 0.16
H 2.0350 1.5576 -0.6235 -0.03 0.36 -0.23
H 3.4651 -0.1728 -1.6799 -0.02 -0.16 0.10
H 3.2560 -0.5015 0.0945 -0.76 0.17 -0.37
H 5.1902 -0.5669 0.2594 0.14 -0.20 0.04
H 4.5912 2.6964 -1.2586 0.13 -0.32 0.33
C -1.4746 -0.4176 -0.7588 1.07 -1.06 1.01
C 0.0050 -0.1246 -0.4111 -1.28 2.39 -1.22
O 0.6538 -1.1383 0.2810 -0.04 -0.11 0.21
O -1.6105 -1.7934 -1.1327 0.05 0.44 -0.03
H -1.7795 0.2080 -1.5975 -0.21 0.16 0.24
H -2.0562 -0.2429 0.1581 -0.32 0.15 -0.34
H -0.0088 0.8444 0.1123 0.03 -0.32 0.53
H 0.4717 0.2199 -1.3444 0.59 -1.05 -0.06
H 0.8389 -0.7954 1.1622 0.30 -0.26 0.02
H -0.8672 -2.2595 -0.7080 -0.08 -0.18 -0.33
```
Forces are in eV/Å.